1.
Here is a structure of composition C20H14F2MnN6S at a distorted geometry from the Open Molecules 2025 dataset. Energies are from wB97M-V/def2-TZVPD.

Calculated values
strongest force on any atom	2.71	eV Å⁻¹
spin multiplicity	2
charge	+2
orbital gap (alpha / beta)	5.13 / 4.87	eV
⟨S²⟩	0.8624

Cartesian coordinates (Å):
Mn: -0.115 -0.330 0.047
S: 0.784 -1.273 1.741
F: 3.072 0.959 -4.054
F: -1.100 -0.913 -5.014
N: 0.835 5.455 2.594
N: -1.815 -0.658 -0.824
N: 0.189 3.727 1.007
N: 0.344 -1.229 4.372
N: -0.150 1.412 0.421
N: 1.873 0.277 3.554
C: -1.674 -2.194 5.261
C: -2.621 -3.200 5.284
C: -0.421 -3.429 3.599
C: -2.480 -4.313 4.464
C: -2.957 -1.316 -2.825
C: -4.090 -1.350 -0.714
C: 0.998 0.015 -4.579
C: 0.025 2.554 0.752
C: 0.525 4.646 1.839
C: 0.424 -0.015 -1.830
C: -0.589 -2.292 4.387
C: 1.021 -0.724 3.353
C: 1.640 0.468 -2.274
C: -1.817 -0.847 -2.172
C: -1.371 -4.432 3.639
C: -0.218 -0.467 -4.128
C: -4.098 -1.578 -2.087
C: -2.929 -0.893 -0.121
C: 1.914 0.476 -3.646
C: -0.540 -0.475 -2.765
H: 2.032 0.669 4.470
H: -4.992 -1.942 -2.572
H: 1.216 0.050 -5.635
H: -4.973 -1.509 -0.120
H: -1.776 -1.337 5.911
H: -3.462 -3.122 5.955
H: -3.214 -5.102 4.496
H: 2.452 0.622 2.803
H: -1.222 -5.324 3.052
H: 0.468 -0.779 5.276
H: -2.949 -1.476 -3.892
H: 0.476 -3.557 3.012
H: 2.387 0.874 -1.603
H: -2.890 -0.693 0.948



2.
Here is the molecule C20H14N2O3 at a distorted geometry from the Open Molecules 2025 dataset. Energies are from wB97M-V/def2-TZVPD.

Calculated values
strongest force on any atom	5.34	eV Å⁻¹
spin multiplicity	1
charge	0
ΔE to the lowest compared entry with this formula, charge and spin	211.9	kJ/mol
orbital gap	5.28	eV

Cartesian coordinates (Å):
O: 2.463 -0.012 -0.156
O: -0.650 -0.279 3.119
O: -2.326 -1.582 3.379
N: 3.278 4.460 0.742
N: 2.050 -4.110 -2.623
C: 2.828 2.166 0.318
C: -1.706 -0.731 2.740
C: 2.431 3.401 0.602
C: -3.840 0.285 -0.907
C: 0.653 1.218 0.428
C: 0.312 -1.113 -0.341
C: 1.955 1.162 0.196
C: -2.357 -0.305 1.489
C: 1.445 -3.112 -1.868
C: -4.397 -0.261 0.269
C: 0.178 2.492 0.774
C: 2.256 -2.126 -1.239
C: -3.694 -0.586 1.375
C: 1.086 3.630 0.880
C: -0.481 -2.195 -0.742
C: 1.675 -1.102 -0.515
C: -0.227 0.026 0.222
C: -2.446 0.598 -0.786
C: 0.138 -3.191 -1.450
C: -1.679 0.223 0.332
H: 3.312 -1.990 -1.441
H: 2.864 5.256 1.066
H: -0.844 2.507 1.093
H: 3.089 -4.029 -2.741
H: -1.804 1.117 -1.467
H: 0.633 4.568 1.104
H: 4.262 4.227 0.970
H: -4.187 -1.261 2.098
H: -1.615 -2.147 -0.806
H: -4.428 0.513 -1.836
H: 1.661 -5.037 -2.743
H: 3.936 1.852 0.199
H: -0.335 -4.039 -1.888
H: -5.489 -0.493 0.152



3.
Here is a structure of composition C20H15AuBrN4O3S from the Open Molecules 2025 dataset. Energies are from wB97M-V/def2-TZVPD.

Calculated values
strongest force on any atom	0.43	eV Å⁻¹
spin multiplicity	3
charge	+3
ΔE to the lowest compared entry with this formula, charge and spin	36.2	kJ/mol
orbital gap (alpha / beta)	5.39 / 4.70	eV
⟨S²⟩	2.0709

Cartesian coordinates (Å):
Au: 0.816 1.842 0.426
Br: -4.774 5.385 0.011
S: -1.755 -0.289 -0.110
O: -2.174 -0.044 -1.444
O: -2.053 0.569 0.981
O: 1.393 3.714 2.901
N: 2.568 0.848 0.075
N: 1.927 3.222 2.068
N: -0.853 2.984 0.407
N: 0.081 0.033 -0.229
C: 3.806 1.293 0.286
C: 1.009 -0.708 -0.829
C: 0.763 -1.888 -1.581
C: -1.469 -2.340 1.613
C: -1.630 -3.666 1.968
C: 4.748 -0.578 -0.869
C: 2.376 -0.303 -0.619
C: 3.443 -1.052 -1.112
C: 4.922 0.598 -0.175
C: -2.634 4.191 1.420
C: -2.408 -2.842 -0.599
C: -2.180 -4.567 1.059
C: 1.825 -2.622 -2.073
C: -2.572 3.903 -0.963
C: -1.478 3.461 1.503
C: -2.574 -4.160 -0.213
C: 3.142 -2.236 -1.850
C: -1.416 3.185 -0.811
C: -1.855 -1.954 0.327
C: -3.208 4.426 0.167
H: 5.604 -1.134 -1.233
H: -1.351 -3.997 2.958
H: -1.087 -1.618 2.321
H: -3.095 4.566 2.323
H: -2.317 -5.600 1.352
H: 3.957 -2.827 -2.250
H: -0.909 2.771 -1.672
H: -2.731 -2.498 -1.573
H: -1.051 3.237 2.470
H: 3.921 2.221 0.831
H: 5.907 0.999 0.020
H: -2.979 4.054 -1.953
H: 1.626 -3.515 -2.652
H: -0.253 -2.197 -1.779
H: -3.025 -4.866 -0.896



4.
Here is a structure of composition C20H15BiBrCl2GeNO4 at a distorted geometry from the Open Molecules 2025 dataset. Energies are from wB97M-V/def2-TZVPD.

Calculated values
strongest force on any atom	1.37	eV Å⁻¹
spin multiplicity	1
charge	+2
ΔE to the lowest compared entry with this formula, charge and spin	0.0	kJ/mol
orbital gap	7.31	eV

Cartesian coordinates (Å):
Bi: -0.961 0.591 0.874
Br: -3.117 1.956 3.187
Ge: 1.190 -0.388 -1.431
Cl: -3.909 -3.534 1.523
Cl: -1.187 -3.920 2.550
O: 2.386 -0.946 2.759
O: -0.829 -1.660 0.224
O: -2.338 -0.997 1.637
O: 0.998 0.002 1.271
N: -0.727 0.654 3.134
C: 4.009 2.458 -2.069
C: 1.250 2.512 -1.668
C: -2.290 -0.202 -3.747
C: -0.212 -1.993 -3.225
C: -0.270 -0.763 -2.561
C: -1.658 1.089 3.978
C: -1.317 0.132 -2.823
C: -1.175 -2.304 -4.173
C: 1.968 1.321 -1.483
C: 1.914 3.662 -2.050
C: -2.214 -1.418 -4.421
C: 3.357 1.305 -1.655
C: 0.372 0.022 3.576
C: 0.569 -0.210 4.916
C: 3.290 3.626 -2.268
C: -2.205 -3.382 1.191
C: -1.789 -1.943 0.991
C: 1.373 -0.382 2.516
C: -0.403 0.241 5.806
C: -1.528 0.908 5.343
H: 2.122 -1.552 -1.152
H: -1.934 -3.976 0.325
H: 0.584 -2.699 -3.016
H: 5.079 2.443 -2.229
H: 1.367 4.583 -2.194
H: 3.928 0.401 -1.476
H: -0.282 0.077 6.869
H: -2.973 -1.674 -5.150
H: -1.120 -3.240 -4.711
H: -2.289 1.275 6.016
H: -1.367 1.101 -2.339
H: -3.101 0.483 -3.954
H: 1.461 -0.729 5.239
H: 0.175 2.552 -1.530
H: 3.802 4.520 -2.599



5.
Here is the molecule C20H15BrN4OS at a distorted geometry from the Open Molecules 2025 dataset. Energies are from wB97M-V/def2-TZVPD.

Calculated values
strongest force on any atom	4.31	eV Å⁻¹
spin multiplicity	1
charge	0
ΔE to the lowest compared entry with this formula, charge and spin	232.9	kJ/mol
orbital gap	8.02	eV

Cartesian coordinates (Å):
Br: -5.161 -4.257 -1.724
S: -3.060 0.187 -2.604
O: 1.341 -1.626 -1.824
N: 0.061 -3.342 -2.527
N: 0.715 2.526 2.925
N: -1.953 -0.940 -2.903
N: -0.125 0.461 -0.090
C: 2.691 3.708 2.663
C: 1.630 3.311 3.470
C: -3.347 -5.684 -3.426
C: 1.510 3.799 4.811
C: 3.627 4.648 3.217
C: -2.211 -5.825 -4.193
C: 1.785 2.336 0.837
C: -1.230 -4.866 -3.917
C: 2.446 4.757 5.321
C: -1.011 0.097 -1.122
C: 2.786 3.240 1.325
C: -1.123 -4.078 -2.783
C: -3.399 -4.768 -2.331
C: 0.704 2.019 1.691
C: 3.533 5.120 4.517
C: -2.276 -4.034 -1.957
C: -0.911 -0.965 -2.066
C: -2.175 0.836 -1.246
C: -0.493 1.299 1.165
C: 0.155 -2.038 -2.007
H: -1.268 2.094 0.923
H: 2.336 5.344 6.266
H: 3.673 3.349 0.756
H: -2.074 -6.607 -4.993
H: -2.401 -3.399 -1.058
H: 0.951 -3.630 -2.862
H: 4.306 5.012 2.399
H: -0.891 0.562 1.957
H: 0.717 3.258 5.403
H: -4.199 -6.286 -3.553
H: 0.782 -0.019 -0.062
H: -0.345 -4.960 -4.503
H: -2.449 1.740 -0.658
H: 4.404 5.702 4.934
H: 1.949 1.917 -0.169



6.
Here is a structure of composition C20H15BrO4Rh from the Open Molecules 2025 dataset. Energies are from wB97M-V/def2-TZVPD.

Calculated values
strongest force on any atom	0.59	eV Å⁻¹
spin multiplicity	1
charge	+1
orbital gap	6.54	eV

Cartesian coordinates (Å):
Rh: 1.237 1.084 -0.660
Br: -1.802 -4.954 -0.488
O: -0.520 1.224 -1.516
O: 0.388 2.113 0.871
O: 0.411 -0.027 0.781
O: -2.277 0.539 -0.313
C: 3.307 0.253 -0.335
C: 2.710 -0.352 -1.480
C: 2.396 1.860 -2.473
C: -1.582 -2.170 -0.986
C: -0.003 1.024 1.413
C: -1.423 0.295 -1.121
C: -1.284 2.127 3.191
C: -2.416 0.808 4.843
C: -1.161 -0.298 3.125
C: -0.824 0.950 2.602
C: -2.082 2.050 4.317
C: -0.943 -3.592 -2.828
C: -0.799 -1.201 -3.051
C: 2.948 2.453 -1.337
C: -1.959 -0.364 4.252
C: 2.265 0.444 -2.537
C: -1.260 -1.053 -1.747
C: -0.654 -2.469 -3.593
C: 3.410 1.641 -0.255
C: -1.404 -3.430 -1.531
H: 3.583 -0.362 0.511
H: 2.975 3.530 -1.246
H: 3.783 2.107 0.646
H: -0.331 -2.592 -4.618
H: -3.044 0.752 5.723
H: 1.748 -0.013 -3.368
H: -1.024 3.083 2.757
H: -2.451 2.953 4.782
H: 2.533 -1.419 -1.501
H: -2.231 -1.324 4.668
H: -0.826 -4.585 -3.241
H: 1.989 2.472 -3.265
H: -0.803 -1.199 2.645
H: -0.611 -0.318 -3.650
H: -1.966 -2.041 0.016



7.
Here is a structure of composition C20H15IN5O6S2W from the Open Molecules 2025 dataset. Energies are from wB97M-V/def2-TZVPD.

Calculated values
strongest force on any atom	0.78	eV Å⁻¹
spin multiplicity	1
charge	+3
ΔE to the lowest compared entry with this formula, charge and spin	8.1	kJ/mol
orbital gap	4.54	eV

Cartesian coordinates (Å):
W: -0.242 -0.256 0.119
I: -2.223 5.497 -0.999
S: -3.773 0.123 -1.087
S: -4.565 -1.729 1.046
O: 3.209 0.305 2.108
O: 1.981 -2.871 2.158
O: 0.022 -1.997 0.698
O: 1.063 0.309 1.345
O: -0.167 -0.885 -3.841
O: -0.669 -0.361 -1.664
N: -0.975 1.652 0.327
N: 1.621 -0.315 -0.919
N: -2.087 -0.880 0.721
N: -1.110 2.303 1.511
N: -1.904 -1.720 1.833
C: 0.244 -0.663 -2.778
C: 2.751 -0.187 -0.224
C: 1.629 -0.608 -2.219
C: -1.242 -4.021 3.498
C: 2.477 0.156 1.212
C: -0.296 -3.330 2.707
C: -0.779 -2.359 1.777
C: -0.833 -4.956 4.413
C: 4.002 -0.672 -2.190
C: -1.645 3.772 -0.055
C: 2.810 -0.801 -2.910
C: -1.320 2.559 -0.634
C: -5.567 0.036 -0.757
C: 0.534 -5.212 4.558
C: -5.854 -1.335 -0.182
C: 1.078 -3.588 2.880
C: 1.478 -4.539 3.808
C: -3.347 -0.844 0.251
C: -1.497 3.563 1.316
C: 3.983 -0.356 -0.831
H: -5.819 0.841 -0.067
H: -1.633 4.227 2.158
H: -1.553 -5.497 5.009
H: -0.860 1.860 2.386
H: -1.327 2.281 -1.677
H: 4.892 -0.240 -0.255
H: -5.838 -2.115 -0.944
H: -6.811 -1.357 0.337
H: 4.950 -0.812 -2.695
H: 2.532 -4.745 3.950
H: -6.076 0.196 -1.706
H: -2.293 -3.813 3.359
H: 2.870 -3.124 2.435
H: 0.866 -5.951 5.275
H: 2.797 -1.036 -3.966



8.
Here is a structure of composition C20H15IrN3O2 at a distorted geometry from the Open Molecules 2025 dataset. Energies are from wB97M-V/def2-TZVPD.

Calculated values
strongest force on any atom	1.74	eV Å⁻¹
spin multiplicity	1
charge	+1
ΔE to the lowest compared entry with this formula, charge and spin	0.0	kJ/mol
orbital gap	7.24	eV

Cartesian coordinates (Å):
Ir: -0.385 0.060 -0.209
O: -2.093 1.466 0.449
O: -0.897 1.639 2.354
N: 0.721 1.554 -1.074
N: -1.024 -1.632 0.764
N: 1.009 -1.054 -0.804
C: 3.065 -0.945 -2.257
C: -2.051 -1.811 1.565
C: 0.493 2.847 -1.135
C: 0.340 1.193 2.966
C: 0.353 -5.052 0.506
C: -0.227 -2.697 0.417
C: -0.496 -3.985 0.894
C: 0.901 -2.419 -0.423
C: 3.734 1.199 -3.183
C: 1.307 3.712 -1.883
C: -1.126 1.218 1.150
C: 2.367 3.192 -2.568
C: 1.701 -3.476 -0.758
C: -1.610 -4.148 1.748
C: -2.379 -3.072 2.088
C: 2.643 1.807 -2.511
C: 3.926 -0.139 -3.050
C: 1.993 -0.404 -1.602
C: 1.788 1.008 -1.746
C: 1.416 -4.790 -0.298
H: -3.236 -3.169 2.738
H: -1.839 -5.134 2.134
H: 2.076 -5.592 -0.597
H: 0.371 1.682 3.932
H: 0.327 0.112 3.083
H: 4.757 -0.617 -3.551
H: 0.146 -6.055 0.858
H: 2.567 -3.354 -1.378
H: 3.292 -1.991 -2.201
H: -2.648 -0.939 1.800
H: 3.012 3.833 -3.157
H: 1.187 1.496 2.355
H: 4.396 1.806 -3.787
H: -0.362 3.220 -0.585
H: 1.074 4.766 -1.913



9.
Here is a structure of composition C20H15LuN5O3S at a distorted geometry from the Open Molecules 2025 dataset. Energies are from wB97M-V/def2-TZVPD.

Calculated values
strongest force on any atom	4.29	eV Å⁻¹
spin multiplicity	1
charge	-1
ΔE to the lowest compared entry with this formula, charge and spin	99.0	kJ/mol
orbital gap (alpha / beta)	4.18 / 4.18	eV

Cartesian coordinates (Å):
Lu: 0.002 -0.036 -0.009
S: -0.589 4.561 0.722
O: 0.823 -2.746 1.529
O: -1.070 -1.662 0.964
O: 1.862 0.548 -0.128
N: 0.773 -1.792 -1.272
N: -2.294 -1.532 -3.295
N: -1.668 -0.316 -1.572
N: -0.397 2.196 -0.294
N: 0.328 -3.095 -2.995
C: 0.154 0.833 2.180
C: 0.046 3.009 3.304
C: -0.733 2.702 -2.688
C: -3.295 -0.608 -3.080
C: 0.515 1.029 4.577
C: -0.317 2.840 0.848
C: -1.169 5.012 -3.258
C: -2.884 0.132 -2.017
C: 0.424 0.257 3.427
C: 1.801 -2.666 -1.429
C: -1.334 -1.322 -2.358
C: 0.320 2.412 4.517
C: -0.804 4.406 -0.984
C: -0.034 2.225 2.142
C: -1.068 5.390 -1.931
C: 1.551 -3.486 -2.490
C: -0.397 -2.599 1.499
C: -0.099 -2.061 -2.215
C: -0.995 3.677 -3.632
C: -0.652 3.060 -1.341
H: -0.569 1.674 -2.978
H: -1.053 3.401 -4.678
H: -1.368 5.763 -4.013
H: 0.385 3.017 5.414
H: -1.181 6.426 -1.638
H: -4.178 -0.564 -3.692
H: -0.100 4.088 3.282
H: -3.382 0.961 -1.544
H: 2.113 -4.294 -2.922
H: 0.584 -0.815 3.488
H: -0.141 -3.498 -3.785
H: 0.732 0.562 5.534
H: -2.287 -2.234 -4.012
H: -1.009 -3.400 1.987
H: 2.646 -2.642 -0.763



10.
Here is the molecule C20H15N3O5 at a distorted geometry from the Open Molecules 2025 dataset. Energies are from wB97M-V/def2-TZVPD.

Calculated values
strongest force on any atom	4.05	eV Å⁻¹
spin multiplicity	1
charge	0
ΔE to the lowest compared entry with this formula, charge and spin	0.0	kJ/mol
orbital gap	7.11	eV

Cartesian coordinates (Å):
O: 1.701 -0.564 -1.041
O: 0.018 -3.204 4.095
O: 3.738 5.956 -0.656
O: -0.784 1.368 2.712
O: 2.463 6.579 1.005
N: 2.873 5.739 0.186
N: 0.443 0.753 0.713
N: 0.400 -3.490 1.840
C: -0.624 -0.855 1.769
C: 2.529 3.707 1.362
C: 1.930 2.469 1.505
C: 2.258 4.487 0.221
C: 0.128 -1.450 0.624
C: -0.084 2.277 -1.638
C: -1.529 -3.221 0.531
C: 1.073 1.983 0.521
C: -2.256 -2.627 1.588
C: -0.276 -2.934 2.934
C: 1.504 -4.452 1.985
C: 0.805 -0.438 0.020
C: 0.827 2.730 -0.651
C: 1.103 4.763 -1.946
C: -0.021 -2.945 0.530
C: 0.219 4.301 -2.937
C: -0.378 0.482 1.796
C: -0.419 3.067 -2.745
C: 1.413 3.997 -0.813
C: -1.376 -1.893 2.586
H: 2.118 1.854 2.387
H: 2.222 0.243 -1.143
H: -1.954 -3.776 -0.325
H: 0.520 -3.386 -0.345
H: -0.567 1.321 -1.493
H: 2.393 -4.005 2.428
H: 3.189 4.092 2.149
H: -0.944 0.883 3.541
H: 1.749 -4.801 0.993
H: 1.238 -5.290 2.656
H: 1.534 5.753 -2.123
H: -3.346 -2.758 1.718
H: -0.038 4.907 -3.799
H: -1.144 2.656 -3.444
H: -1.894 -1.524 3.459



11.
Here is a structure of composition C20H15N5OS3Zr from the Open Molecules 2025 dataset. Energies are from wB97M-V/def2-TZVPD.

Calculated values
strongest force on any atom	0.46	eV Å⁻¹
spin multiplicity	1
charge	0
ΔE to the lowest compared entry with this formula, charge and spin	5.1	kJ/mol
orbital gap	7.31	eV

Cartesian coordinates (Å):
Zr: 0.791 -0.630 -0.519
S: 2.612 0.347 -2.064
S: 0.407 -2.994 -1.097
S: -1.578 -0.516 0.178
O: 1.453 -0.660 1.334
N: -2.887 1.966 -6.890
N: 1.065 1.640 -0.034
N: 1.260 2.518 -1.098
N: -0.414 0.219 -2.475
N: 2.097 2.702 -3.204
C: -0.641 -4.295 2.570
C: 1.172 0.046 2.429
C: 0.914 1.426 2.365
C: -1.688 -2.152 2.352
C: 1.003 2.177 1.127
C: -0.097 -4.153 1.314
C: -1.445 -3.283 3.095
C: 0.855 0.108 4.814
C: -1.867 1.778 -3.547
C: 1.922 1.969 -2.064
C: 0.604 1.481 4.765
C: 0.646 2.125 3.549
C: -1.177 -2.001 1.052
C: -1.212 1.288 -2.434
C: -2.362 1.585 -5.942
C: -0.890 -0.016 -4.801
C: -0.259 -0.415 -3.639
C: -1.700 1.110 -4.752
C: 1.143 -0.600 3.666
C: -0.357 -3.022 0.522
H: 1.955 3.696 -3.114
H: -0.747 -0.564 -5.721
H: 2.834 2.406 -3.820
H: 0.826 -0.410 5.764
H: -2.494 2.654 -3.478
H: 0.468 3.192 3.485
H: -1.326 1.769 -1.472
H: -1.872 -3.379 4.085
H: 1.056 3.264 1.178
H: 0.386 2.029 5.671
H: -2.290 -1.348 2.756
H: 1.335 -1.665 3.687
H: 0.398 -1.274 -3.641
H: -0.440 -5.191 3.143
H: 0.540 -4.927 0.905



Number 1: E -77478.3648 eV. Number 2: E -30086.7496 eV. Number 3: E -117623.3392 eV. Number 4: E -188090.9860 eV. Number 5: E -109866.9726 eV. Number 6: E -102217.2763 eV. Number 7: E -72289.5611 eV. Number 8: E -32383.0961 eV. Number 9: E -79034.7553 eV. Number 10: E -35686.4321 eV. Number 11: E -64271.9908 eV.